(1)
Below is a molecular structure, C22H40Cl14MgO10S at a distorted geometry, with properties calculated with ωB97M-V with the def2-TZVPD basis set.

The geometry in XYZ format:
```
88
Properties=species:S:1:pos:R:3:forces:R:3
Mg -13.853 -16.719 -18.959 0.015 0.476 -0.137
S -15.195 -18.904 -18.972 -2.093 -1.238 1.156
O -13.831 -18.523 -19.274 6.004 -3.566 -2.609
O -15.966 -19.235 -20.179 0.336 -0.360 1.062
O -15.284 -19.891 -17.855 -0.005 1.268 -2.052
O -15.480 -17.514 -18.537 -4.905 2.193 2.210
C -11.152 -19.921 -13.901 -0.204 2.200 0.034
C -11.259 -18.504 -14.526 -0.697 -1.031 1.908
C -10.268 -18.216 -15.560 2.199 -0.864 0.026
O -10.958 -17.638 -16.608 -1.545 2.048 -1.987
C -12.255 -17.649 -16.367 -1.769 -0.027 0.185
O -13.134 -17.088 -17.063 2.485 -1.009 1.679
O -12.488 -18.368 -15.230 -1.456 1.208 -2.179
H -10.272 -19.940 -13.258 0.304 -0.220 -0.356
H -11.121 -20.618 -14.738 -0.214 -0.410 0.518
H -11.979 -19.961 -13.192 -0.284 -0.756 -0.395
H -11.291 -17.705 -13.787 0.129 -0.182 0.356
H -9.875 -19.137 -15.991 0.736 0.046 0.340
H -9.549 -17.499 -15.165 0.460 -0.368 -0.449
C -13.217 -15.483 -25.302 -0.751 -0.431 -0.884
C -14.318 -15.524 -24.227 1.049 0.448 -1.833
C -15.226 -16.771 -24.267 1.936 0.599 -1.837
O -15.357 -17.003 -22.902 -3.218 -1.317 1.526
C -14.583 -16.273 -22.187 1.698 -1.360 3.342
O -14.480 -16.331 -20.941 -0.358 0.632 -1.833
O -13.734 -15.662 -22.936 1.116 2.080 0.156
H -12.667 -16.419 -25.402 -0.205 -0.181 0.271
H -12.468 -14.697 -25.399 -0.301 0.365 1.088
H -13.772 -15.347 -26.230 -0.102 -0.274 -0.288
H -14.887 -14.595 -24.264 -0.064 0.068 0.216
H -14.623 -17.578 -24.682 -0.208 -0.303 -0.007
H -16.145 -16.700 -24.849 -0.173 0.183 0.689
Cl -14.799 -23.635 -19.612 -1.636 0.425 0.036
C -16.399 -22.744 -19.724 -1.033 0.120 -0.879
C -17.694 -23.508 -19.422 0.791 -0.684 0.429
Cl -17.822 -25.077 -20.321 0.147 0.437 0.425
H -16.546 -22.380 -20.741 0.744 -0.067 -0.152
H -16.415 -21.859 -19.088 0.567 -0.097 0.198
H -18.593 -22.967 -19.718 0.397 0.389 -0.013
H -17.725 -23.665 -18.343 -0.269 -0.574 -0.113
Cl -18.508 -15.140 -21.841 0.350 0.737 0.182
C -18.003 -14.741 -20.154 -0.690 -1.376 0.346
C -18.290 -15.987 -19.326 -0.005 -0.259 0.300
Cl -20.040 -16.396 -19.382 -0.052 0.153 0.114
H -18.636 -14.021 -19.634 0.029 0.656 -0.955
H -16.953 -14.450 -20.150 -0.147 -0.109 -0.008
H -18.103 -15.740 -18.281 0.276 -0.277 -0.018
H -17.793 -16.910 -19.625 0.367 0.368 0.018
Cl -19.235 -19.372 -15.151 -0.274 -0.253 0.744
C -18.712 -18.647 -16.639 -0.333 1.055 -1.615
C -18.437 -19.662 -17.720 0.493 -0.339 0.501
Cl -19.880 -20.482 -18.370 -0.160 0.027 0.251
H -17.829 -18.027 -16.483 0.225 -0.292 0.167
H -19.473 -17.964 -17.016 -0.241 0.003 0.320
H -17.806 -20.407 -17.235 0.112 -0.220 -0.608
H -17.944 -19.229 -18.591 0.161 0.044 0.304
Cl -20.170 -20.452 -21.950 0.232 -0.096 0.463
C -19.118 -19.041 -21.573 -0.420 0.786 -1.656
C -17.866 -19.121 -22.460 0.148 -1.108 1.350
Cl -18.111 -19.089 -24.208 -0.325 0.411 -0.356
H -18.889 -18.939 -20.513 0.058 -0.470 -0.199
H -19.766 -18.217 -21.873 0.283 0.243 0.212
H -17.509 -20.132 -22.266 0.460 0.120 -0.024
H -17.069 -18.425 -22.199 -0.464 0.059 0.087
Cl -15.450 -22.569 -13.743 -0.172 0.364 -0.558
C -16.240 -21.374 -14.870 0.154 0.539 0.640
C -15.493 -20.022 -14.857 -0.543 -1.337 -0.936
Cl -15.658 -19.266 -13.285 0.305 0.364 0.567
H -17.245 -21.228 -14.473 0.098 -0.122 -0.167
H -16.284 -21.806 -15.869 0.214 0.022 0.095
H -15.936 -19.351 -15.593 0.039 -0.156 0.023
H -14.460 -20.208 -15.153 0.061 0.311 0.356
Cl -12.126 -22.667 -16.501 0.176 -0.267 0.736
C -12.507 -21.975 -18.074 1.378 0.971 -0.613
C -11.526 -20.797 -18.417 -0.795 -0.089 1.316
Cl -9.777 -21.226 -18.196 -0.577 0.060 -0.550
H -13.526 -21.609 -17.947 0.113 0.079 -0.662
H -12.371 -22.771 -18.806 -0.368 0.223 0.064
H -11.664 -20.010 -17.676 -0.183 -0.093 0.088
H -11.748 -20.308 -19.365 0.341 -0.586 -0.204
Cl -12.247 -21.825 -21.782 1.134 -0.525 0.061
C -13.861 -21.164 -21.841 -0.547 -0.041 -0.486
C -13.835 -19.781 -22.453 0.066 -0.044 0.768
Cl -13.294 -19.917 -24.162 -0.209 0.327 0.082
H -14.230 -21.247 -20.818 -0.301 0.522 -0.282
H -14.430 -21.798 -22.520 -0.165 -0.176 0.315
H -13.117 -19.162 -21.915 -0.016 0.077 -0.159
H -14.820 -19.320 -22.379 0.088 -0.149 -0.261
```
Positions in Å, forces in eV/Å.

Results
HOMO: -9.94 eV
gap between HOMO and LUMO: 8.45 eV
total charge: 0
max |F|: 7.45 eV/Å
multiplicity: 1

---

(2)
Below is 10 unconnected molecules or ions with the total composition C22H40Cl16O6 at a distorted geometry, with properties calculated with ωB97M-V with the def2-TZVPD basis set.

The geometry in XYZ format:
```
84
Properties=species:S:1:pos:R:3:forces:R:3
C -16.901 15.854 2.749 0.545 -0.622 -1.885
C -16.937 14.384 2.401 1.000 0.881 0.885
O -18.302 14.126 2.501 -0.958 -2.470 0.511
C -18.948 15.217 2.138 -2.305 0.597 1.667
O -20.122 15.404 2.088 -0.660 -1.159 -0.789
O -18.137 16.224 2.102 2.973 3.368 0.161
H -15.982 16.227 2.297 -0.465 0.850 -0.319
H -16.825 16.046 3.819 -0.795 0.112 0.005
H -16.302 14.017 3.207 -0.315 -1.586 -0.510
H -16.708 14.159 1.359 0.982 0.014 0.271
C -10.506 8.771 7.134 0.111 -0.399 -1.750
C -9.958 8.409 5.700 -0.814 -0.263 2.164
O -10.679 9.293 4.855 0.602 -0.248 -0.846
C -11.614 9.982 5.517 -2.305 1.345 -0.363
O -12.412 10.772 5.020 2.317 -2.037 1.218
O -11.625 9.610 6.825 0.432 0.819 0.087
H -9.683 9.225 7.685 -0.746 0.261 0.629
H -10.957 7.857 7.522 0.538 0.317 0.769
H -10.274 7.366 5.693 0.156 -0.022 -1.575
H -8.874 8.498 5.623 -0.264 0.234 -0.361
Cl -2.689 10.752 1.086 0.267 -0.353 -0.091
C -4.430 10.779 0.855 -1.574 -0.002 0.695
C -5.213 10.527 2.172 0.347 0.058 0.099
Cl -4.667 8.972 2.973 -0.226 0.892 -0.273
H -4.847 10.056 0.154 0.871 -0.166 -0.279
H -4.619 11.775 0.454 -0.409 -0.053 0.231
H -6.287 10.384 2.057 0.152 -0.025 -0.644
H -5.138 11.376 2.851 0.537 -0.317 0.262
Cl -17.832 4.119 3.908 -1.295 -0.827 0.453
C -16.541 5.173 4.332 1.336 0.933 -0.470
C -15.494 4.999 3.277 0.511 1.309 -1.327
Cl -16.027 5.821 1.698 0.177 -0.718 0.662
H -16.007 4.979 5.262 -0.672 -0.423 0.358
H -16.881 6.208 4.330 -0.099 -0.125 0.139
H -15.269 3.951 3.078 -0.016 0.227 -0.106
H -14.602 5.587 3.492 0.066 -0.359 0.274
Cl -8.253 9.530 -6.129 0.238 0.069 -0.172
C -6.814 9.750 -7.184 0.888 -1.279 0.963
C -7.204 10.375 -8.438 -1.436 0.684 -1.384
Cl -5.837 10.369 -9.627 -0.573 0.341 0.617
H -6.457 8.772 -7.506 0.134 -0.213 0.787
H -6.046 10.264 -6.606 -0.149 0.024 -0.139
H -7.698 11.333 -8.274 0.705 0.433 -0.384
H -7.997 9.761 -8.863 0.188 -0.066 -0.279
Cl -8.603 14.131 -0.567 0.334 0.325 -0.690
C -9.244 14.468 1.011 -0.538 0.136 1.544
C -8.571 15.516 1.912 0.022 -0.245 -0.059
Cl -6.795 15.263 2.097 -0.595 0.046 0.026
H -9.269 13.506 1.523 0.258 0.105 0.156
H -10.293 14.764 0.968 -0.026 0.105 -0.458
H -9.060 15.421 2.881 0.313 -0.322 0.181
H -8.745 16.565 1.674 0.233 -0.207 -0.696
Cl -15.824 13.897 -5.052 -0.231 -0.583 -0.363
C -16.630 12.757 -6.201 -0.109 -0.235 -0.291
C -17.420 11.638 -5.539 -1.467 0.648 0.691
Cl -18.687 12.441 -4.465 0.542 -0.259 0.252
H -15.863 12.378 -6.876 0.066 -0.124 0.227
H -17.323 13.337 -6.810 0.091 0.140 0.216
H -16.902 10.862 -4.977 0.230 0.481 0.076
H -18.172 11.156 -6.163 0.893 -0.096 -0.810
Cl -13.029 11.315 -0.555 -0.050 0.897 0.593
C -12.962 9.558 -0.634 0.226 -0.051 -0.113
C -11.509 9.112 -0.483 0.168 0.118 -1.512
Cl -11.455 7.378 -0.888 0.036 -0.629 0.557
H -13.416 9.407 -1.613 0.551 -0.782 0.030
H -13.603 9.080 0.107 0.083 0.291 0.138
H -10.986 9.385 0.434 -0.618 -0.442 0.328
H -10.860 9.488 -1.274 -0.408 0.611 -0.005
Cl -6.265 4.706 -3.928 -0.270 -1.054 0.183
C -7.408 3.288 -3.877 -0.625 0.216 -0.303
C -6.870 1.881 -4.019 1.182 0.427 0.852
Cl -6.162 1.685 -5.610 -0.002 -0.395 -0.910
H -8.049 3.435 -4.747 -0.115 0.199 0.174
H -8.018 3.369 -2.978 0.226 0.154 0.040
H -7.643 1.144 -3.799 -0.170 0.150 -0.416
H -6.030 1.642 -3.368 -0.226 0.311 0.379
Cl -17.023 5.411 -4.733 0.632 0.456 0.345
C -15.389 6.183 -4.602 -0.052 -1.312 1.335
C -14.733 6.228 -5.925 0.801 1.197 -0.672
Cl -15.388 7.579 -6.882 -0.272 0.346 -0.467
H -14.745 5.614 -3.932 -0.256 -1.015 -0.189
H -15.402 7.070 -3.969 -0.626 0.661 -0.991
H -14.789 5.351 -6.570 -0.275 -0.129 0.558
H -13.683 6.491 -5.799 0.050 -0.174 0.101
```
Positions in Å, forces in eV/Å.

Results
energy relative to the best compared isomer or geometry (same formula, charge and spin): 61.04 kcal per mole
HOMO: -10.55 eV
gap between HOMO and LUMO: 10.34 eV
total charge: 0
max |F|: 4.50 eV/Å
SMILES: O=C1OCCO1.O=C1OCCO1.ClCCCl.ClCCCl.ClCCCl.ClCCCl.ClCCCl.ClCCCl.ClCCCl.ClCCCl
multiplicity: 1

---

(3)
Below is 5 unconnected molecules or ions with the total composition C22H40Cl8N3O2 at a distorted geometry, with properties calculated with ωB97M-V with the def2-TZVPD basis set.

The geometry in XYZ format:
```
75
Properties=species:S:1:pos:R:3:forces:R:3
C 3.808 0.189 1.612 0.005 -0.917 0.127
O 2.401 -0.076 1.421 0.524 1.373 -0.199
C 1.602 1.074 1.751 -0.965 -0.273 -0.518
C 0.259 0.927 0.925 0.948 1.186 0.525
C 0.546 0.581 -0.580 -0.231 -0.791 -0.148
C 0.571 -0.936 -0.902 -1.624 -0.586 -0.033
N 1.755 -1.625 -0.957 -1.872 -0.399 -0.494
C 1.845 -2.963 -1.279 0.088 -1.293 -0.422
C 3.263 -3.574 -1.289 0.497 0.781 0.343
C 0.676 -3.747 -1.587 -1.596 2.581 0.514
N 0.658 -5.135 -1.975 1.245 0.981 1.517
C 1.533 -5.447 -3.136 1.173 0.116 -0.167
C 0.841 -6.037 -0.876 0.084 -1.782 0.290
C 0.586 -5.680 0.619 -0.957 0.916 -0.720
O 1.177 -7.171 -1.140 0.011 0.544 -0.047
C -0.625 -3.064 -1.497 2.435 1.055 0.428
C -0.675 -1.657 -1.153 0.562 -0.952 -0.681
C -2.095 -0.995 -1.076 0.357 -0.735 0.777
N -2.497 -0.822 0.352 0.387 0.430 -0.700
H 4.132 1.208 1.286 -0.490 -0.615 0.361
H 4.354 -0.545 0.955 -0.375 0.572 0.873
H 4.024 -0.003 2.695 0.210 0.386 -1.088
H 1.379 1.118 2.847 0.205 -0.102 -0.763
H 2.138 2.029 1.478 -0.489 -0.921 0.065
H -0.197 1.957 0.939 0.116 -1.067 0.024
H -0.444 0.222 1.422 0.682 0.475 -0.487
H -0.293 1.011 -1.192 0.964 -0.322 0.443
H 1.522 1.019 -0.901 -0.800 -0.141 0.211
H 2.589 -1.066 -0.751 -0.240 -0.538 0.079
H 4.012 -2.772 -1.036 -0.705 -0.753 -0.191
H 3.583 -3.987 -2.274 -0.526 0.356 0.729
H 3.409 -4.374 -0.518 -0.403 0.590 -0.657
H 1.744 -4.483 -3.674 -0.587 -1.024 0.191
H 1.135 -6.240 -3.804 0.010 0.763 0.570
H 2.534 -5.795 -2.762 -0.978 0.025 -0.400
H 1.294 -4.871 0.940 -0.778 -0.677 -0.075
H -0.482 -5.324 0.683 1.099 0.052 0.131
H 0.636 -6.576 1.283 0.360 0.641 -0.948
H -1.547 -3.647 -1.706 0.750 0.549 0.134
H -2.142 -0.013 -1.602 0.007 -0.813 0.335
H -2.852 -1.702 -1.509 0.943 0.676 -0.066
H -1.935 -1.416 0.962 -0.272 0.224 -0.171
H -2.361 0.155 0.615 -0.157 -0.390 0.111
Cl -3.176 2.341 1.619 0.037 -0.002 0.157
C -3.636 3.772 0.655 -0.155 0.258 -0.268
C -4.058 3.397 -0.745 -0.275 0.072 0.222
Cl -2.691 2.794 -1.720 0.162 -0.103 -0.021
H -2.793 4.459 0.650 -0.029 -0.125 0.020
H -4.463 4.253 1.178 -0.006 -0.099 -0.048
H -4.451 4.273 -1.259 0.120 -0.027 0.010
H -4.833 2.631 -0.739 0.126 -0.017 -0.024
Cl -0.497 4.953 1.679 0.193 0.030 -0.063
C -0.551 5.416 3.401 0.033 0.039 0.293
C -1.925 5.218 3.999 0.064 -0.130 0.125
Cl -3.118 6.362 3.335 -0.016 -0.037 -0.070
H -0.223 6.451 3.482 -0.092 -0.049 -0.105
H 0.173 4.788 3.921 -0.090 -0.024 -0.029
H -1.886 5.388 5.075 0.061 0.057 -0.065
H -2.294 4.207 3.827 0.019 0.086 -0.082
Cl -6.891 5.403 -1.677 -0.019 0.001 0.043
C -6.763 6.288 -3.219 -0.009 0.153 -0.210
C -6.184 5.435 -4.325 -0.176 0.045 -0.088
Cl -4.462 5.053 -4.058 -0.028 -0.027 0.060
H -6.163 7.181 -3.047 0.026 -0.122 0.034
H -7.772 6.603 -3.486 0.041 -0.093 -0.009
H -6.245 5.970 -5.273 0.016 0.043 0.087
H -6.725 4.495 -4.429 0.079 0.037 0.090
Cl 6.712 -3.398 0.145 -0.006 0.053 -0.031
C 6.669 -3.884 1.861 -0.016 -0.148 0.173
C 5.716 -3.033 2.668 -0.055 -0.127 0.067
Cl 6.293 -1.358 2.841 0.336 -0.141 0.096
H 7.683 -3.832 2.252 -0.064 0.099 -0.079
H 6.347 -4.926 1.886 -0.042 0.075 -0.002
H 5.620 -3.440 3.675 0.073 -0.005 -0.055
H 4.724 -3.005 2.216 0.078 0.046 -0.031
```
Positions in Å, forces in eV/Å.

Results
HOMO: -11.93 eV
gap between HOMO and LUMO: 8.35 eV
total charge: +1
max |F|: 3.08 eV/Å
multiplicity: 1

---

The lowest gap between HOMO and LUMO belongs to which entry? C22H40Cl8N3O2